Record 1
Molecular formula: C10H20Cl10F8Mg2N4O16S8
Method: DFT, the ωB97M-V functional and the def2-TZVPD basis

The calculation puts the HOMO energy (alpha / beta) at -0.441 / -0.441 hartree. The spin multiplicity is 2. As for the LUMO energy (alpha / beta): -0.206 / -0.352 Ha. Its net charge is +1.

```
78
C10H20Cl10F8Mg2N4O16S8 (the ωB97M-V functional and the def2-TZVPD basis)
C -16.51848 1.97290 3.51843
H -13.20558 6.01389 -7.48016
O -15.26364 9.59949 2.92297
F -13.36847 8.71572 -0.81440
S -12.60121 2.30525 -2.69422
O -18.30721 0.10809 -6.16703
H -18.54104 1.48348 4.21273
Mg -14.09712 4.65829 -0.06085
Cl -15.10440 1.27390 2.69801
C -17.59426 1.00036 3.97129
H -19.67131 4.46058 -6.08092
H -14.11819 5.50444 -8.89275
H -18.52941 -1.83546 -4.13083
O -16.56929 2.13828 -2.16460
O -16.00514 4.36329 -3.71885
S -14.08957 9.80832 2.08807
Mg -15.30268 0.87016 -3.13552
F -14.67580 6.00642 -2.85652
H -19.61104 6.16799 2.30390
C -13.89450 5.25695 -7.85506
H -16.98125 2.63975 2.79093
F -12.93166 10.40045 3.04756
N -13.28841 8.45641 1.70525
Cl -19.45691 4.29127 -3.82720
O -12.63318 3.73079 -2.26254
S -15.61807 0.12255 -6.14327
N -15.36023 4.34517 -1.28442
H -19.26719 7.27984 -5.09217
C -16.79330 -2.36569 -2.91161
C -18.18401 -2.58280 -3.41649
Cl -16.96614 0.14673 5.39006
C -19.21919 5.15510 -5.37287
N -13.77971 1.39731 -2.28198
H -17.67882 0.27001 3.16659
H -17.98479 7.14173 -0.11605
Cl -12.91400 3.73491 -7.89492
O -14.34644 6.65458 -0.02856
Cl -19.37376 -2.76541 -2.12373
O -15.57236 8.66670 0.11616
C -19.99916 6.49062 -5.26379
O -15.53318 1.02668 -7.32976
H -18.04971 -3.50270 -3.98557
Cl -16.11905 6.65201 -7.12546
O -15.69068 -1.29662 -6.18948
F -16.29234 2.71688 0.07814
H -17.82267 7.77541 1.49508
O -16.95143 6.11331 -2.05960
F -18.37874 1.24145 -4.17739
H -20.85332 6.63504 -4.60223
S -13.12312 1.34453 -0.64791
N -16.12845 0.69993 -4.73551
O -14.16903 10.84164 1.01909
H -16.19581 -3.04824 -2.30727
F -13.27776 2.47270 -4.16082
H -18.15211 5.20642 -5.58920
S -14.28783 8.07540 0.30388
Cl -17.09255 5.63716 1.32477
H -14.96729 5.01769 -5.89935
C -18.20881 6.92774 0.92900
C -15.16878 5.15155 -6.96217
S -16.74934 3.32015 -1.38945
O -18.07763 3.76245 -0.98408
S -15.97583 5.11008 -2.47307
O -13.52076 2.62104 0.05515
Cl -16.61661 -0.75710 -2.11688
H -16.21388 -2.56871 -3.81225
F -14.05255 0.32495 -5.73730
H -19.69906 5.41079 0.70305
O -17.64756 2.57552 -5.99086
Cl -20.81556 7.52662 0.90789
Cl -20.63080 6.74299 -6.92114
H -15.76319 4.33829 -7.37857
C -19.54244 6.35113 1.23158
S -17.59153 1.19082 -5.52501
O -11.87419 0.63886 -0.49208
O -11.36721 1.64151 -3.13307
H -16.17205 2.60757 4.33408
F -14.24402 0.34120 -0.07038
```



Record 2
Molecular formula: C7H13N2OS
Method: DFT, the ωB97M-V functional and the def2-TZVPD basis

The calculation puts the HOMO energy at -0.487 hartree. As for the structure (SMILES): CC(=O)C1=[N+](N(C)C)CSC1. As for the LUMO energy: -0.187 Ha. The energy relative to the best compared isomer or geometry (same formula, charge and spin) is 3.6317 eV. Its net charge is +1.

```
24
C7H13N2OS (the ωB97M-V functional and the def2-TZVPD basis)
H -1.38431 -1.83881 -1.89416
H 0.36581 -1.48933 -2.29580
C 1.82803 0.11923 2.41256
H 1.16104 -0.55002 3.07100
C 1.20180 0.50626 1.12364
H 2.01850 -2.02690 0.34365
H 2.70367 -0.30513 2.01463
H -1.24170 0.18897 -2.96623
H 2.00376 0.96616 3.03427
C -1.39025 1.04018 -2.25307
H 0.85809 -2.30779 1.85457
H -0.76796 1.85254 -2.43993
N -1.07255 0.68550 -0.86841
S -0.11936 -2.91791 -0.41753
H -1.71548 1.24195 1.18244
N -0.31359 -0.41122 -0.57455
H -2.40232 1.37099 -2.04608
C 0.51301 -0.60077 0.43934
C -1.39085 1.68279 0.14774
O 1.23690 1.62785 0.69653
C 0.98573 -1.94416 0.70292
H -0.50978 2.30467 0.38967
C -0.34987 -1.54795 -1.47557
H -2.21831 2.35291 -0.18162
```



Record 3
Molecular formula: C15H21AsCrF6N3O4S3
Method: DFT, the ωB97M-V functional and the def2-TZVPD basis

The calculation puts the HOMO energy (alpha / beta) at -0.429 / -0.428 hartree. The spin multiplicity is 5. As for the LUMO energy (alpha / beta): -0.129 / -0.100 Ha. The energy relative to the best compared isomer or geometry (same formula, charge and spin) is 0.0901 eV. Its net charge is +1.

```
54
C15H21AsCrF6N3O4S3 (the ωB97M-V functional and the def2-TZVPD basis)
H 4.16530 -3.92156 4.23350
F 2.75025 0.06505 -3.48832
C -4.95262 3.20362 -2.97775
As -1.75809 0.57489 -0.47194
Cr 0.46237 -0.39055 -0.00816
F 1.20303 -1.22203 -2.66910
C -4.54846 0.46129 -2.87308
C -6.02117 2.33852 -3.17147
H -3.23041 -0.42826 1.27003
O 4.08135 -1.86396 -1.78341
H 3.22304 -1.69448 5.09450
C -2.04114 2.34035 0.24704
O 4.15763 0.67307 1.95331
H 1.64492 -0.55834 3.69294
C -3.68546 2.69559 -2.72872
H -2.85147 3.37650 -2.59694
F 1.44658 0.77213 -1.88578
H 3.61641 -3.63985 1.84609
H -3.31607 -1.38741 -0.21826
F 3.57759 3.54319 1.36407
C -3.47320 1.32110 -2.66802
C 3.18168 -2.02594 4.05973
N 1.93777 -1.49855 3.47423
C 2.83989 -3.95727 2.54430
N 1.56634 -3.33334 2.16905
H 2.45468 -3.96846 4.65522
H -5.10271 4.27432 -3.02864
S 3.45259 1.06327 0.77404
O 2.26400 -1.46852 -0.11298
F 5.31492 2.79295 0.29103
C 3.99841 2.76966 0.37195
C 1.20243 -2.13331 2.58155
H -7.00799 2.73321 -3.37342
H 0.98302 -3.75320 1.46203
C -2.10527 0.77498 -2.38380
S 3.25559 -0.93665 -1.10007
H 4.02662 -1.59303 3.52822
H 2.72307 -5.03448 2.45777
C -3.29028 -0.37775 0.18485
N 3.97575 0.31380 -0.54910
C 2.13511 -0.30060 -2.40799
F 3.47077 3.18301 -0.76764
H -1.97987 2.28650 1.33227
O 1.99030 1.15624 0.86128
H -1.31984 1.42307 -2.77217
H -1.28175 3.03037 -0.11522
S -0.28901 -1.41020 1.99723
H -4.39316 -0.61213 -2.84743
H -1.96533 -0.21237 -2.82363
H -6.64403 0.28648 -3.28643
C 3.18198 -3.54092 3.96282
H -4.17868 0.16986 -0.11980
H -3.03010 2.67483 -0.05713
C -5.81728 0.96533 -3.12266
```



Record 4
Molecular formula: C2H4LiO2Pd
Method: DFT, the ωB97M-V functional and the def2-TZVPD basis

The calculation puts the HOMO energy (alpha / beta) at -0.421 / -0.493 hartree. The spin multiplicity is 3. As for the LUMO energy (alpha / beta): -0.162 / -0.177 Ha. Its net charge is +1.

```
10
C2H4LiO2Pd (the ωB97M-V functional and the def2-TZVPD basis)
H 1.97227 0.49860 0.59455
H -1.48028 -1.13538 -0.27438
Pd 0.00023 1.77391 -0.36698
O -0.66320 0.07495 1.31713
Li -2.69337 0.51729 1.63561
C 0.54816 -0.48247 -0.67365
H 0.52463 -0.38634 -1.76703
O 1.44870 0.75484 -0.17073
C -0.78564 -0.30908 -0.07345
H 1.12851 -1.30633 -0.22107
```



Number 1: energy -293934.0727 eV. Number 2: energy -23322.8004 eV. Number 3: energy -166621.9355 eV. Number 4: energy -9907.3440 eV.